DFT (ωB97M-V with the def2-TZVPD basis set) results for a molecular structure, C41H52N5O3S3SeTi at a distorted geometry.

Positions of all 106 atoms, in Å:
Ti -0.03509 -2.19955 -1.42068
C 2.60354 1.71494 4.13943
C 3.60577 1.34248 3.06465
C 3.96306 2.61673 2.27480
C 4.89676 0.76292 3.62300
C 3.07906 0.32947 2.04400
C 1.91372 -0.35632 2.20779
C 1.55207 -1.27829 1.22601
Se -0.07359 -2.28926 1.58879
C -1.50032 -1.07106 1.24717
C -1.89495 -0.26068 2.32299
C -2.98286 0.57553 2.20913
C -3.66901 0.57385 0.98215
C -3.36152 -0.26051 -0.09408
C -2.21909 -1.09028 0.02695
O -1.81890 -1.96615 -0.94695
C -4.25654 -0.25788 -1.37247
C -3.41351 0.06673 -2.59570
C -4.94801 -1.59773 -1.56900
C -5.38491 0.81052 -1.25439
C -3.44178 1.40807 3.40201
C -4.69596 0.74296 4.04550
C -3.85024 2.84838 3.07790
C -2.30800 1.46647 4.44863
C 2.34222 -1.55231 0.11935
O 1.76164 -2.32123 -0.85005
C 3.64090 -0.95561 0.00897
C 3.87343 0.04082 0.94385
C 4.70447 -1.22486 -1.12043
C 6.10779 -0.70192 -0.70688
C 4.85705 -2.72620 -1.18581
C 4.29308 -0.63029 -2.46712
H 3.03459 2.45068 4.81714
H 2.29003 0.85760 4.75270
H 1.70604 2.15503 3.66679
H 4.37959 3.39032 2.94895
H 3.08647 3.05132 1.75725
H 4.72973 2.44466 1.53647
H 5.36768 1.54588 4.26960
H 5.61370 0.43283 2.87845
H 4.68772 -0.09715 4.23535
H 1.22247 -0.15651 3.01841
H -1.34926 -0.27625 3.25384
H -4.47277 1.30652 0.94000
H -2.59272 -0.60456 -2.74725
H -2.92087 1.03547 -2.50089
H -4.04449 0.10426 -3.47606
H -4.20867 -2.44701 -1.68923
H -5.60755 -1.55488 -2.42067
H -5.58448 -1.82556 -0.67557
H -5.00362 1.81369 -0.94998
H -6.14651 0.46705 -0.54698
H -5.84544 0.93319 -2.22729
H -5.48911 0.70229 3.27491
H -5.07055 1.32911 4.89314
H -4.60528 -0.30304 4.38858
H -4.74223 2.90903 2.45927
H -3.02283 3.38256 2.59879
H -4.07895 3.38701 4.01907
H -2.07288 0.46116 4.80211
H -2.67484 1.96401 5.38098
H -1.38801 2.02353 4.13535
H 4.77298 0.60625 0.88425
H 6.28595 -1.05713 0.29887
H 6.18766 0.39341 -0.73296
H 6.85196 -1.13785 -1.38716
H 4.89408 -3.05523 -0.16566
H 5.70280 -3.10925 -1.73203
H 3.93505 -3.19785 -1.58844
H 4.18238 0.45384 -2.43802
H 3.31949 -1.04588 -2.76686
H 5.00233 -0.93274 -3.24230
S -0.03046 3.86091 1.21136
C -0.07480 2.90012 -0.16004
S 0.64553 1.29403 -0.29652
C -0.06760 1.10684 -1.90290
N -0.76747 2.12662 -2.28250
N -0.73914 3.11778 -1.29732
C -1.38180 4.36994 -1.56897
C -2.75169 4.43422 -1.64044
C -3.37714 5.64798 -1.86612
C -2.56019 6.79109 -1.93015
C -1.19693 6.70938 -1.81341
C -0.56986 5.49007 -1.65510
S 0.13636 -0.25317 -2.91273
H -3.32927 3.50514 -1.53409
H -4.43643 5.67627 -2.02331
H -3.04578 7.78172 -1.99143
H -0.63055 7.63535 -1.89213
H 0.47894 5.45689 -1.55634
C 1.45010 -4.65606 -5.07332
N 1.14238 -5.21976 -3.76558
C 1.49183 -6.44229 -3.31237
C 1.11614 -6.90872 -2.08789
C 0.48266 -5.94310 -1.21910
N 0.26313 -4.71942 -1.59911
C 0.49925 -4.37769 -2.86350
O 0.17546 -3.27989 -3.28646
N -0.07334 -6.28382 -0.05393
H 0.54253 -4.21641 -5.53974
H 1.82608 -5.43865 -5.69680
H 2.13850 -3.84051 -4.91107
H 1.96483 -7.11035 -4.07121
H 1.22332 -7.92297 -1.72924
H 0.17861 -7.14062 0.43428
H -0.39516 -5.51050 0.54474

Atoms 1-6, force components in eV/Å:
0.2584 -0.2402 -0.7019
-0.5122 -0.2250 0.0218
0.3046 0.2089 -1.4628
-0.3396 0.9372 0.4388
0.3345 0.9704 1.2108
-0.0159 0.5999 0.7554

Properties
multiplicity	2
orbital gap (alpha / beta)	6.834 / 6.853	eV
energy relative to the best compared isomer or geometry (same formula, charge and spin)	0.00	kcal/mol
⟨S²⟩	0.753
net charge	0
maximum force	2.34	eV/Å

Here are the Löwdin charges for atoms 1 to 99, given in e: atom 1 (Ti): 0.82, atom 2 (C): -0.05, atom 3 (C): -0.55, atom 4 (C): -0.05, atom 5 (C): -0.04, atom 6 (C): -0.20, atom 7 (C): -0.10, atom 8 (C): -0.46, atom 9 (Se): 1.15, atom 10 (C): -0.43, atom 11 (C): -0.07, atom 12 (C): -0.16, atom 13 (C): 0.04, atom 14 (C): -0.06, atom 15 (C): -0.32, atom 16 (O): -0.29, atom 17 (C): -0.52, atom 18 (C): -0.06, atom 19 (C): -0.05, atom 20 (C): -0.06, atom 21 (C): -0.54, atom 22 (C): -0.05, atom 23 (C): -0.06, atom 24 (C): -0.07, atom 25 (C): -0.34, atom 26 (O): -0.31, atom 27 (C): -0.05, atom 28 (C): 0.00, atom 29 (C): -0.52, atom 30 (C): -0.06, atom 31 (C): -0.06, atom 32 (C): -0.03, atom 33 (H): 0.08, atom 34 (H): 0.09, atom 35 (H): 0.08, atom 36 (H): 0.09, atom 37 (H): 0.08, atom 38 (H): 0.07, atom 39 (H): 0.10, atom 40 (H): 0.08, atom 41 (H): 0.08, atom 42 (H): 0.10, atom 43 (H): 0.08, atom 44 (H): 0.10, atom 45 (H): 0.03, atom 46 (H): 0.06, atom 47 (H): 0.09, atom 48 (H): 0.10, atom 49 (H): 0.07, atom 50 (H): 0.10, atom 51 (H): 0.08, atom 52 (H): 0.08, atom 53 (H): 0.08, atom 54 (H): 0.08, atom 55 (H): 0.08, atom 56 (H): 0.09, atom 57 (H): 0.07, atom 58 (H): 0.07, atom 59 (H): 0.09, atom 60 (H): 0.07, atom 61 (H): 0.09, atom 62 (H): 0.10, atom 63 (H): 0.08, atom 64 (H): 0.08, atom 65 (H): 0.09, atom 66 (H): 0.09, atom 67 (H): 0.08, atom 68 (H): 0.08, atom 69 (H): 0.08, atom 70 (H): 0.09, atom 71 (H): 0.06, atom 72 (H): 0.08, atom 73 (S): 0.56, atom 74 (C): -1.05, atom 75 (S): 1.05, atom 76 (C): -1.04, atom 77 (N): 0.04, atom 78 (N): -0.16, atom 79 (C): -0.24, atom 80 (C): -0.02, atom 81 (C): -0.06, atom 82 (C): -0.09, atom 83 (C): -0.09, atom 84 (C): -0.03, atom 85 (S): 0.65, atom 86 (H): 0.11, atom 87 (H): 0.10, atom 88 (H): 0.11, atom 89 (H): 0.11, atom 90 (H): 0.11, atom 91 (C): 0.02, atom 92 (N): -0.03, atom 93 (C): -0.03, atom 94 (C): 0.02, atom 95 (C): -0.36, atom 96 (N): 0.17, atom 97 (C): -0.51, atom 98 (O): -0.04, atom 99 (N): 0.18